[1]
Below is a structure of composition C25H48CeOP2, with properties calculated with ωB97M-V/def2-TZVPD.

```
77
C25H48CeOP2 (ωB97M-V/def2-TZVPD)
Ce -0.25488 0.04101 -0.00098
C -2.25146 1.69428 0.17636
C -2.58696 0.76103 -0.85608
C -2.53176 -0.38639 1.16562
C -2.25670 0.98744 1.42355
C -2.75519 -0.53066 -0.24753
C -1.95183 3.13816 -0.01258
H -1.53871 3.34318 -1.01253
H -1.21806 3.49767 0.72319
H -2.85596 3.75582 0.09834
C -2.08680 1.57293 2.77197
H -1.87601 2.64608 2.72754
H -1.26698 1.09246 3.31390
H -2.99446 1.44698 3.37835
C -2.57259 -1.48303 2.16826
H -3.60686 -1.80514 2.36091
H -2.12290 -1.16921 3.11708
H -2.03316 -2.37204 1.80808
C -3.15376 -1.77222 -0.95683
H -4.24759 -1.88976 -0.98358
H -2.73885 -2.66424 -0.47489
H -2.81193 -1.78059 -1.99833
C -2.85605 1.09148 -2.27541
H -3.81934 1.59885 -2.41404
H -2.86169 0.19826 -2.90046
H -2.08374 1.74615 -2.68109
C 1.56530 0.46505 -3.16029
C 0.52816 1.30472 -3.31647
C -0.10423 1.54469 -4.65852
C -0.98637 0.42630 -5.28900
C -1.08821 -0.88038 -4.55183
C -0.04234 -1.70018 -4.40530
C 1.30656 -1.39339 -4.99850
C 2.15836 -0.29045 -4.31855
H 0.67318 1.80258 -5.39627
H -0.62859 0.25726 -6.31759
H -0.74132 2.43852 -4.56915
H 2.46642 0.41835 -5.10658
H 2.13195 0.38337 -2.22356
H 0.19294 1.98840 -2.52381
H 3.08558 -0.76568 -3.96530
H 1.89001 -2.32545 -4.97100
H -0.13084 -2.68291 -3.93179
H 1.19932 -1.13482 -6.06411
H -2.00764 0.82216 -5.39109
H -2.09926 -1.16669 -4.24660
P 1.87900 2.16514 0.57135
C 1.61825 2.94105 2.21786
H 2.48527 3.56643 2.47973
H 1.49290 2.16154 2.98209
H 0.71168 3.56102 2.20632
C 3.56221 1.48446 0.86798
H 4.20397 2.24478 1.33915
H 4.01346 1.17217 -0.08398
H 3.49222 0.61037 1.53149
C 2.24723 3.60558 -0.47751
H 2.67776 3.26109 -1.42375
H 2.94609 4.28487 0.02194
H 1.30979 4.13307 -0.68619
P 1.08464 -2.71181 -0.18144
C 0.01442 -4.00655 -0.90716
H 0.62540 -4.82992 -1.29986
H -0.55382 -3.56147 -1.73348
H -0.69563 -4.39100 -0.16214
C 2.62132 -3.01089 -1.12790
H 2.40478 -3.05472 -2.20242
H 3.08706 -3.95347 -0.81041
H 3.31801 -2.18259 -0.94166
C 1.52591 -3.44564 1.44350
H 1.87306 -4.47650 1.30759
H 0.65279 -3.44089 2.10916
H 2.32275 -2.86264 1.92376
C 0.82608 -0.58546 3.25695
O 0.42700 -0.31903 1.90792
H -0.04659 -0.56996 3.93443
H 1.53663 0.18865 3.59973
H 1.28891 -1.58688 3.31190
```

HOMO energy (alpha / beta), Eh: -0.531 / -0.531
E, a.u.: -2213.91649
Orbital gap (alpha / beta), eV: 7.15 / 7.15
Energy relative to the best compared isomer or geometry (same formula, charge and spin), kcal/mol: 0.0
LUMO level (alpha / beta), eV: -7.3 / -7.3
Charge: +2
Spin multiplicity: 1


[2]
Below is a structure of composition C25H48Cl2F4N2O26PdS4, with properties calculated with ωB97M-V/def2-TZVPD.

```
112
C25H48Cl2F4N2O26PdS4 (ωB97M-V/def2-TZVPD)
Pd -0.48750 -1.00580 1.13578
N 0.65703 -0.07308 -0.20863
S 1.01931 -0.00794 -1.73612
O 2.13353 -0.77984 -2.30372
O 0.48021 1.12392 -2.59057
F -0.18849 -1.06016 -2.09415
S 1.86252 1.14862 -0.11646
O 1.50456 2.52199 -0.08768
O 3.24169 0.74548 -0.47953
F 1.99910 0.85538 1.46097
N -2.37948 -1.80285 0.65821
S -3.91653 -1.07793 1.05176
O -4.93722 -2.02353 1.48432
O -4.41736 0.07955 0.28109
F -3.33514 -0.52731 2.48147
S -3.16342 -2.55421 -0.49879
O -3.60138 -1.71899 -1.58241
O -3.91195 -3.77501 -0.24104
F -1.83530 -3.17696 -1.22903
Cl 2.63454 6.87518 3.71935
C 1.70676 5.52258 3.11666
C 1.65461 5.51557 1.59151
Cl 3.14170 5.30858 0.81338
H 0.81667 5.68920 3.72337
H 2.22732 4.62881 3.46059
H 1.17157 6.46983 1.38134
H 0.84929 4.85442 1.27142
C 5.88011 3.03497 -1.16797
C 6.04742 1.45816 -1.16480
O 7.40602 1.23475 -1.47797
C 7.96116 2.35859 -1.82106
O 9.04709 2.41664 -2.41201
O 7.22250 3.42431 -1.47610
H 5.67629 3.46791 -0.18863
H 5.15997 3.47972 -1.85478
H 5.35165 0.95012 -1.83256
H 5.86026 0.85310 -0.27769
C -1.41503 -1.43070 5.88317
C -0.29787 -2.36869 5.41203
O 0.94356 -1.72529 5.11614
C 1.26193 -1.23397 3.96819
O 0.50168 -1.05630 2.97029
O 2.45114 -0.68158 4.08634
C 3.42707 -0.91535 5.11020
H -1.03026 -0.43766 6.11541
H -1.90527 -1.83416 6.76917
H -2.21130 -1.38021 5.14053
H -0.63389 -2.95360 4.55583
H -0.12016 -3.05937 6.23633
H 3.80567 -1.92826 5.24720
H 3.00142 -0.75836 6.10130
H 4.14383 -0.09432 5.09373
C -8.30606 2.88371 -4.27852
C -7.39996 1.82907 -4.99066
O -6.29323 1.53661 -4.19037
C -5.15649 1.05154 -4.65501
O -4.98759 0.59077 -5.80600
O -4.30395 1.03765 -3.63987
C -3.08903 0.37085 -3.76791
H -7.70693 3.75810 -4.02438
H -8.56331 2.34203 -3.36830
H -9.11488 3.08046 -4.98222
H -6.82520 2.18883 -5.84408
H -7.92325 0.89034 -5.17248
H -3.06850 -0.46260 -4.47008
H -2.68572 0.16373 -2.77668
H -2.31186 0.99925 -4.20290
C 0.22490 2.81642 5.86778
C -0.26344 2.01172 4.62103
O -0.72548 2.86801 3.51836
C -1.12865 2.23902 2.33413
O -1.02181 1.01266 2.12519
O -1.58013 3.10168 1.44881
C -1.76971 2.92561 0.03508
H -0.61945 3.30932 6.34968
H 0.99366 3.53909 5.59418
H 0.68721 2.20874 6.64565
H -1.19569 1.51471 4.88937
H 0.44312 1.21492 4.38867
H -2.83753 2.87012 -0.17655
H -1.37590 2.00274 -0.39074
H -1.32399 3.79940 -0.44024
C -0.70183 -6.92379 2.34357
C -0.50814 -5.53866 1.59018
O 0.85644 -5.22472 1.39333
C 1.14831 -3.93716 1.05210
O 0.39939 -2.93746 1.08631
O 2.43686 -3.94451 0.84915
C 3.07171 -2.79208 0.59132
H -0.34795 -6.94669 3.37428
H -0.09295 -7.70705 1.89203
H -1.69478 -7.37245 2.37266
H -1.08398 -4.76802 2.10264
H -0.97091 -5.41631 0.61090
H 2.54649 -2.43618 -0.29501
H 4.11774 -2.89082 0.30117
H 3.09140 -2.09603 1.42991
C 2.54606 -3.54472 -4.32844
C 1.20270 -2.87383 -4.57513
O 1.40325 -1.52725 -5.06775
C 0.34586 -0.89998 -5.71007
O -0.83800 -1.22580 -5.90748
O 0.75146 0.29278 -5.98142
C -0.08657 1.30284 -6.52147
H 3.02088 -3.79087 -5.27820
H 2.36130 -4.54584 -3.93893
H 3.30028 -2.99144 -3.76885
H 0.58065 -2.90240 -3.68051
H 0.65120 -3.48555 -5.28909
H -1.16732 1.19193 -6.60969
H 0.40140 1.54279 -7.46615
H 0.02615 2.11928 -5.80816
```

HOMO energy (alpha / beta), Eh: -0.423 / -0.423
E, a.u.: -6086.88615
Orbital gap (alpha / beta), eV: 7.12 / 2.01
LUMO level (alpha / beta), eV: -4.4 / -9.5
Charge: +1
Spin multiplicity: 4


[3]
Below is a structure of composition C25H48N2O6RuSSi3, with properties calculated with ωB97M-V/def2-TZVPD.

```
86
C25H48N2O6RuSSi3 (ωB97M-V/def2-TZVPD)
Ru 0.17320 -0.11613 -0.36455
C 3.54841 -2.70615 -2.48503
N 2.59015 -3.30555 -1.54272
C 2.74603 -4.74512 -1.26310
C 1.63747 -2.57999 -1.00436
O 1.52619 -1.35764 -1.26213
C 0.66445 -3.21986 -0.03422
O -0.52716 -2.44260 0.10172
C -1.64076 -2.84512 -0.69073
C -1.76720 -1.96546 -1.92748
O -1.00361 -0.97332 -2.04062
N -2.67680 -2.26065 -2.83161
C -2.82833 -1.42327 -4.03312
C -3.57642 -3.41886 -2.72533
H 3.44314 -3.18503 -3.45857
H 4.56150 -2.86787 -2.11828
H 3.35977 -1.64414 -2.57654
H 3.77727 -5.01674 -1.46678
H 2.09915 -5.34527 -1.90589
H 2.55247 -4.97165 -0.21638
H 1.14376 -3.24145 0.94375
H 0.42146 -4.24156 -0.31038
H -2.53160 -2.73330 -0.07718
H -1.55339 -3.89512 -0.96161
H -1.92303 -0.85371 -4.20667
H -3.67165 -0.74113 -3.90924
H -3.02228 -2.07295 -4.88493
H -3.65940 -3.76813 -1.70007
H -3.23124 -4.23424 -3.36129
H -4.56834 -3.11904 -3.05497
C 4.44919 -2.00247 0.74131
O 3.15720 -1.38403 0.67578
Si 2.55309 -0.40849 1.87534
C 1.85229 -1.55266 3.15051
C 3.94404 0.61585 2.54265
C 1.17968 0.68835 1.09556
Si 1.97996 1.99721 -0.10269
C 0.82902 2.30528 -1.56303
C 3.49746 1.32129 -0.92093
C 2.34255 3.57365 0.78782
Si 0.10475 1.33032 2.59611
C 1.18676 1.94377 3.98299
C -0.99748 -0.03730 3.24246
C -0.95320 2.81548 2.20494
H 5.19716 -1.35486 1.20966
H 4.78593 -2.21152 -0.27659
H 4.40623 -2.94264 1.30144
H 2.67301 -2.21402 3.45894
H 1.04888 -2.18389 2.75140
H 1.47195 -1.06995 4.05571
H 4.54400 -0.00744 3.21865
H 3.61912 1.48370 3.11751
H 4.60948 0.96772 1.74480
H 0.53853 1.46465 -2.20739
H 1.47151 2.91474 -2.21658
H -0.05448 2.87627 -1.34058
H 3.28644 0.36132 -1.39855
H 4.34996 1.17492 -0.24787
H 3.80284 2.03602 -1.69521
H 1.44160 4.13502 1.04923
H 2.96396 4.21613 0.14865
H 2.90649 3.37427 1.70710
H 1.90800 1.24575 4.41583
H 0.48859 2.22312 4.78476
H 1.71845 2.85730 3.69155
H -0.61236 -0.45974 4.17716
H -1.12651 -0.86855 2.55077
H -1.99362 0.36989 3.46006
H -0.44765 3.60762 1.64689
H -1.20650 3.23665 3.18816
H -1.89659 2.58459 1.71582
O -6.27027 5.73269 -1.08065
C -6.47087 4.40562 -1.12905
O -7.51550 3.94278 -1.46509
C -5.31798 3.49462 -0.76553
C -5.65835 2.20302 -0.35186
C -4.67252 1.29900 -0.05395
C -3.29756 1.64926 -0.19892
S -2.23035 0.37776 0.11693
C -2.97213 2.96738 -0.59898
C -3.97142 3.86686 -0.87502
H -5.43255 5.95922 -0.67194
H -6.70590 1.94143 -0.27903
H -4.92534 0.29914 0.28373
H -1.94515 3.26841 -0.67253
H -3.69705 4.86053 -1.20997
```

HOMO energy (alpha / beta), Eh: -0.517 / -0.542
E, a.u.: -2903.46873
Orbital gap (alpha / beta), eV: 8.15 / 6.43
Energy relative to the best compared isomer or geometry (same formula, charge and spin), kcal/mol: 0.0
LUMO level (alpha / beta), eV: -5.9 / -8.3
Charge: +2
Spin multiplicity: 5